No. 1
Formula: C19H32AsF5N6OS2Sn
Source: the OMol25 dataset
Level of theory: ωB97M-V/def2-TZVPD

```
67
Properties=species:S:1:pos:R:3:forces:R:3:nbo_charge:R:1
Sn 0.55344 0.10187 -0.13494 0.15 -0.26 0.34 0.90
As 4.27174 1.37743 1.14719 0.07 -0.08 0.06 1.51
S 1.83729 -2.21433 -0.03102 0.00 0.11 -0.08 -0.30
S 2.19073 1.17689 1.62007 -0.13 0.10 -0.10 -0.69
F 1.16627 2.64416 -2.66061 -0.03 0.01 0.02 -0.35
F 3.07597 1.10305 -1.70691 0.00 -0.05 -0.05 -0.37
F -0.04223 0.96338 -3.30517 0.04 -0.02 -0.01 -0.34
F 1.87355 1.34064 -4.23772 -0.03 0.03 0.09 -0.29
F 2.19108 -0.69391 -2.61389 -0.04 -0.03 0.03 -0.33
O -0.98378 -2.67015 0.76225 0.00 -0.14 0.01 -0.24
N 0.65768 -2.51453 2.49474 -0.16 -0.26 -0.11 -0.41
N -0.45544 3.11270 0.48652 0.02 0.06 -0.01 -0.85
N -2.81542 1.12766 -0.46352 -0.10 -0.02 -0.14 -0.85
N 2.81899 -2.96744 2.26724 -0.04 0.02 -0.03 -0.76
N -0.60505 -2.40719 2.06083 0.18 0.19 0.10 0.19
N -1.51172 3.74271 -3.51942 0.00 0.02 -0.09 -0.67
C -1.50785 4.55274 -1.16315 -0.08 -0.03 0.01 -0.43
C -3.15937 -2.75119 -0.34851 0.00 0.04 0.10 -0.26
C 5.06148 -0.16026 0.32666 0.01 -0.05 -0.01 -0.96
C 1.23591 1.35325 -3.07795 0.06 -0.05 -0.04 0.90
C 5.15030 1.59638 2.83671 -0.03 -0.01 0.05 -0.96
C -1.58287 4.03348 0.27613 0.08 0.09 -0.03 -0.04
C -4.18477 -2.06426 2.23938 0.04 0.02 -0.06 -0.17
C -4.51002 -2.59466 -0.10925 -0.05 0.00 0.02 -0.15
C -2.80955 -2.21870 2.01776 0.02 -0.02 0.12 -0.12
C 1.87710 0.47636 -1.99133 -0.03 0.22 -0.14 0.23
C -3.49094 2.42490 -0.53298 -0.02 -0.01 0.02 -0.04
C 1.68242 -2.58436 1.66295 0.02 0.14 0.03 0.31
C -2.95236 3.39104 0.53058 -0.01 -0.01 0.03 -0.42
C -1.83519 3.39331 -2.08303 0.03 -0.06 0.03 -0.06
C -2.34343 -2.54882 0.75366 0.05 -0.05 -0.09 0.29
C 4.71536 2.95097 0.14893 -0.03 0.06 0.01 -0.96
C -3.28918 2.99274 -1.94326 0.01 0.01 0.03 -0.43
C -1.63793 -2.15844 2.82117 -0.09 0.08 -0.09 0.07
C -5.01721 -2.25319 1.16094 0.04 0.01 -0.04 -0.21
H 4.52910 -0.42554 -0.58195 0.02 -0.01 0.05 0.27
H -1.48504 -1.97403 3.87042 0.01 0.02 0.03 0.27
H 5.80161 3.03110 0.12034 0.00 0.01 -0.01 0.26
H -2.08375 4.52195 -3.85686 0.04 -0.05 0.02 0.44
H -4.57316 -1.81454 3.21579 -0.01 -0.01 0.04 0.24
H -2.95574 0.70636 0.44855 0.08 0.02 0.04 0.37
H 3.63560 -3.12452 1.70390 0.01 0.01 0.02 0.42
H -5.20572 -2.75803 -0.92085 -0.02 0.00 -0.01 0.24
H 4.71445 2.45225 3.34922 0.02 -0.02 0.00 0.26
H -6.08543 -2.15350 1.28776 -0.03 -0.01 0.00 0.24
H 6.21500 1.76015 2.67687 0.01 0.00 -0.01 0.26
H 5.00755 -0.97223 1.04880 0.00 -0.02 -0.04 0.25
H 4.99484 0.69804 3.43118 0.00 0.03 0.00 0.26
H -3.93828 3.86100 -2.08849 -0.02 0.01 -0.02 0.22
H -1.67339 2.93827 -4.13160 -0.01 0.05 0.03 0.45
H 4.30023 3.80736 0.67831 0.01 0.00 -0.04 0.26
H -2.94333 2.88894 1.50127 -0.01 -0.01 0.02 0.22
H -3.57259 2.23850 -2.68322 0.01 -0.03 0.00 0.22
H 6.10368 0.07070 0.10677 0.00 -0.01 -0.01 0.26
H -2.24111 5.35298 -1.29882 0.03 0.05 -0.01 0.22
H -2.76568 -3.03797 -1.31166 0.03 -0.01 -0.03 0.25
H -0.41742 2.83017 1.46127 -0.06 -0.07 -0.02 0.38
H -1.50537 4.89448 0.94950 -0.05 0.02 -0.07 0.20
H -3.67224 4.20807 0.62214 -0.01 0.01 0.03 0.23
H 2.77559 -3.34600 3.20047 0.01 -0.03 -0.01 0.42
H -0.52522 4.00148 -3.61074 -0.05 -0.01 0.02 0.45
H 4.31921 2.89428 -0.85927 -0.03 0.00 0.00 0.27
H 0.41373 3.61686 0.33128 0.01 -0.02 0.06 0.37
H -1.20367 2.54228 -1.83712 0.00 0.03 -0.05 0.26
H -0.51703 4.97053 -1.36167 0.05 -0.05 0.00 0.22
H -3.22929 0.48533 -1.13275 -0.04 -0.02 0.05 0.36
H -4.57152 2.33517 -0.36905 0.03 0.01 0.00 0.20
```
Forces are in eV/Å.

Values from the calculation:
charge = +2
multiplicity = 1
LUMO energy = -5.302 eV
E_HOMO = -12.8385 eV

---

No. 2
Formula: C19H32B3BrO8S2
Source: the OMol25 dataset
Level of theory: ωB97M-V/def2-TZVPD

```
65
Properties=species:S:1:pos:R:3:forces:R:3:lowdin_charge:R:1
Br 8.95097 -1.61131 4.82034 -0.55 0.65 -0.82 0.52
S -5.89626 0.79061 -1.98140 -0.78 -0.06 0.31 0.70
S -1.54118 2.09899 0.10087 -0.05 0.04 -0.23 0.67
O -0.40659 2.99494 0.02266 -0.19 0.03 0.30 -0.35
O -5.55474 1.65078 -0.87204 0.10 -0.10 -0.43 -0.31
O 2.18521 -1.26524 0.04434 3.69 1.08 0.13 0.21
O 4.01719 -1.57757 1.65752 -0.19 2.79 -1.97 0.18
O 2.11078 -4.33343 -2.27722 0.54 0.93 0.22 -0.11
O -2.29951 1.91947 1.31766 0.33 0.20 -0.03 -0.32
O -5.16458 0.80864 -3.22894 -0.92 -0.02 -0.09 -0.32
O 4.61802 -0.69714 -0.56147 -1.61 -1.16 2.20 0.20
C -2.20572 0.05282 -1.38799 -0.07 0.04 -0.09 -0.21
C -7.47933 -1.28112 -1.45919 -0.21 -0.10 0.11 -0.21
C 1.54732 2.92672 2.42838 1.17 -3.63 1.39 -0.05
C -7.63218 0.98133 -2.34437 -0.47 0.01 -0.18 -0.23
C 1.91958 -2.91052 -2.55814 0.27 -0.19 -1.00 -0.24
C 1.97426 1.68586 1.60121 -0.40 -0.24 3.41 -0.01
C -2.67746 2.46973 -1.22975 -0.13 0.19 -0.40 -0.22
C 8.09361 -0.51061 3.38576 0.13 0.37 -1.78 -0.61
C 1.43833 2.79346 3.97104 0.95 -2.62 -2.73 -0.06
C -8.12968 -0.44186 -2.56085 -0.02 -0.14 -0.12 -0.22
C -2.60024 1.28828 -2.20033 0.18 0.08 -0.25 -0.22
C -1.04882 0.49294 -0.50034 0.06 -0.56 -0.04 -0.23
C 6.86066 -1.23418 2.66529 0.00 0.58 0.52 -0.28
C 3.25500 -2.05439 -2.33571 -0.26 0.25 0.28 -0.04
C 2.29087 0.30084 2.28535 -1.39 2.95 1.46 -0.04
C 1.72789 1.42292 4.64208 0.32 0.43 -2.71 -0.07
C 6.33797 -0.25263 1.50664 -0.26 0.13 0.26 -0.08
C -5.99840 -0.90061 -1.40624 0.03 -0.57 0.20 -0.22
C 2.16639 0.15843 3.82959 -0.67 3.83 -1.58 -0.01
B 4.98863 -0.85930 0.82382 -0.44 -0.40 0.15 -0.42
B 3.33460 -1.32089 -0.86323 -0.23 -0.04 -0.81 -0.37
B 2.77667 -0.87226 1.29872 0.17 -0.96 0.79 -0.44
H 1.14628 3.74208 4.54701 0.49 -1.88 -0.72 0.09
H -3.67448 2.57119 -0.80255 0.24 -0.01 0.08 0.07
H -3.05160 -0.26836 -0.77005 0.09 -0.01 0.04 0.11
H -5.40138 -1.52195 -2.07631 0.01 0.17 0.01 0.11
H 2.40866 -0.83056 4.35779 -0.47 1.76 -0.93 0.11
H 7.10442 -2.27596 2.24815 0.00 1.63 0.69 0.13
H -3.55133 1.14169 -2.72372 1.11 0.26 0.29 0.05
H 1.36186 3.88994 1.85086 0.15 -1.48 1.14 0.09
H -2.38134 3.40397 -1.70860 0.07 -0.03 0.22 0.11
H -1.92113 -0.78249 -2.03193 -0.02 0.04 0.07 0.12
H -7.95310 -1.05195 -0.49920 0.05 -0.01 -0.09 0.12
H 1.04574 -2.54571 -1.92280 1.32 -0.43 -0.68 0.12
H 6.03275 -1.37357 3.43825 1.01 0.15 -1.14 0.12
H 3.06719 -4.52399 -2.18492 -0.89 0.35 -0.15 0.08
H 2.06705 1.78134 0.45843 -0.23 -0.18 2.05 0.11
H -0.86975 -0.17982 0.33838 0.10 0.21 0.06 0.11
H 3.36133 -1.26677 -3.17606 -0.16 -1.12 1.37 0.13
H 4.21753 -2.69564 -2.41859 -1.59 0.82 -0.01 0.13
H -0.13329 0.62086 -1.08225 -0.05 0.02 0.09 0.11
H 7.13575 0.04375 0.73588 -1.04 -0.65 1.14 0.12
H 1.59063 -2.85561 -3.66225 0.51 0.11 1.61 0.12
H -7.80757 -0.80646 -3.54170 -0.05 0.07 0.05 0.12
H -9.21945 -0.49581 -2.52174 0.10 0.02 -0.02 0.12
H -1.83468 1.48564 -2.95906 0.04 -0.04 0.11 0.12
H -8.10727 1.43600 -1.47220 0.13 0.01 -0.04 0.11
H 6.03614 0.73585 2.03172 0.29 -1.43 -0.87 0.13
H 7.83233 0.52084 3.81239 0.15 -1.77 -0.40 0.08
H 1.62788 1.39501 5.78877 0.21 -0.18 -2.08 0.09
H -7.76178 1.61949 -3.21818 0.17 0.04 0.10 0.11
H 8.88116 -0.31372 2.56100 -1.00 -0.47 1.60 0.08
H -7.60479 -2.35107 -1.63894 0.04 0.11 0.04 0.12
H -5.60300 -0.96190 -0.39164 0.11 0.14 -0.16 0.11
```
Forces are in eV/Å.

Values from the calculation:
multiplicity = 1
LUMO energy = 0.194 eV
E_HOMO = -8.6622 eV

---

No. 3
Formula: C19H32Br3N3O6PS
Source: the OMol25 dataset
Level of theory: ωB97M-V/def2-TZVPD

```
65
Properties=species:S:1:pos:R:3:forces:R:3:nbo_charge:R:1
Br 2.03693 3.75176 2.26595 1.28 0.58 2.01 0.09
Br 4.91599 4.08855 0.90190 -0.25 0.05 0.13 0.10
Br 3.29221 6.67107 1.87701 -0.01 -0.37 -0.01 0.13
S -3.41489 2.64240 1.96020 0.53 -0.38 -0.27 0.01
P -0.64424 3.95030 0.88314 -3.33 1.59 -2.30 1.22
O 0.62784 1.53196 -2.39215 0.47 0.08 0.20 -0.71
O -4.82266 -0.09100 1.07160 0.93 -0.01 -0.86 -0.54
O -0.02638 -4.12974 1.35842 1.46 1.24 -0.16 -0.56
O 1.06638 -4.58918 3.25293 0.03 0.38 -0.50 -0.53
O -4.28063 1.03723 -0.85632 -0.30 0.17 1.14 -0.53
O -0.38719 -1.09868 -2.30596 0.23 -0.46 0.48 -0.72
N -1.77680 4.57643 -0.05818 0.79 -0.17 1.08 -1.28
N -0.03910 -0.25378 0.33464 -0.52 0.83 0.62 -0.32
N 1.71784 -1.97347 -3.93745 -0.23 0.42 0.86 -0.79
C 2.02106 -1.88087 -2.49821 -0.61 -0.81 0.67 -0.25
C 1.15534 -4.28844 2.09297 0.44 -0.64 1.28 0.79
C -0.81978 2.06302 0.84188 0.79 -2.49 0.47 -0.29
C -4.62181 -1.29070 -1.17834 -0.92 0.35 1.17 -0.74
C -1.54437 -2.31151 0.75215 0.56 -0.07 -0.18 -0.49
C -3.67278 -0.43552 1.86685 0.77 -0.17 1.19 -0.11
C 3.66549 4.80345 2.19147 0.29 0.32 0.05 -0.48
C 2.58030 -4.09093 1.49177 -0.12 -0.05 -0.66 -0.74
C -4.54045 0.01400 -0.29272 0.21 -1.23 -2.06 0.82
C -2.30666 0.07330 1.30361 1.36 1.32 -0.64 -0.10
C -2.09748 1.54399 1.31679 1.28 -1.25 -1.20 -0.04
C 0.94637 -1.24141 -0.14914 1.33 -0.86 -1.03 -0.27
C 0.67241 -1.77978 -1.62868 0.09 -1.14 0.08 0.07
C -1.25351 -0.77225 0.78356 -2.24 0.49 0.65 0.30
C 3.11055 1.88655 -2.17276 -0.66 -0.29 0.56 -0.64
C -0.87892 -3.10044 1.95335 -0.62 -0.51 -0.41 -0.08
C 0.24638 1.10779 0.35698 -1.53 1.43 0.76 0.34
C 1.64295 2.16457 -1.63028 1.40 0.35 -0.19 0.11
C 1.62098 1.70147 -0.10249 -0.57 0.06 -0.39 -0.54
H 1.33041 -1.07357 -4.24543 0.16 -0.51 0.02 0.35
H 1.83857 2.62798 0.50328 -0.45 -1.67 -1.09 0.26
H -4.22901 2.73351 0.85016 0.84 -0.37 0.41 0.23
H 1.99574 -0.83975 -0.15906 -1.32 0.04 0.26 0.24
H 0.33501 -2.85356 -1.51500 0.46 0.98 -0.02 0.17
H 1.00541 0.95152 -3.07202 -0.09 0.33 0.36 0.48
H 3.23903 -4.91886 1.86512 -0.81 0.70 -0.36 0.27
H -3.81065 0.09281 2.85202 0.03 -0.42 -1.06 0.24
H -1.02260 -1.78103 -2.58367 0.31 0.57 0.06 0.48
H 3.05231 -3.14076 1.87133 -0.77 -0.83 -0.25 0.25
H -1.18060 -2.78377 -0.20159 -0.27 0.59 1.00 0.25
H 2.76465 -1.09304 -2.22998 -0.70 -0.46 -0.50 0.19
H 2.60384 -4.06998 0.37376 -0.09 -0.07 0.90 0.22
H 0.93276 -2.63386 -4.00259 0.50 0.24 -0.36 0.35
H 3.15801 0.79579 -2.42274 0.12 0.93 -0.02 0.19
H 4.13489 4.73002 3.16702 -0.12 -0.06 -0.12 0.24
H 2.50260 1.03332 0.06220 -1.03 0.26 0.06 0.23
H -0.90669 4.44402 2.20401 1.04 -0.83 -0.20 0.01
H 3.36516 2.51147 -3.06391 -0.21 -0.59 0.80 0.24
H -4.34635 -2.18090 -0.56358 -0.25 0.54 -0.74 0.21
H -1.67655 -3.64874 2.52258 0.83 0.79 -0.24 0.22
H -2.64297 -2.52274 0.77339 1.10 0.61 -0.06 0.25
H -0.27145 -2.43655 2.61639 -0.62 -0.58 -0.40 0.20
H -3.66356 -1.53046 2.13163 -0.01 1.03 -0.60 0.20
H -5.71068 -1.37226 -1.46205 1.04 -0.12 0.34 0.26
H -4.04929 -1.18449 -2.12638 -0.23 0.05 0.96 0.25
H 1.51076 3.28320 -1.69149 -0.29 -1.09 0.23 0.19
H -2.36685 5.16547 0.54418 0.01 -0.37 -0.57 0.37
H 3.84506 2.04030 -1.33371 -0.60 0.14 -0.99 0.22
H 0.99978 -2.14964 0.51031 -0.41 1.18 -0.43 0.25
H 0.59084 4.38953 0.36422 -0.23 -0.82 0.34 -0.01
H 2.48103 -2.86516 -2.19283 -0.26 1.02 -0.24 0.20
```
Forces are in eV/Å.

Values from the calculation:
charge = +1
multiplicity = 1
LUMO energy = -4.198 eV
E_HOMO = -10.6643 eV

---

no.,energy (eV)
1,-133124.52304
2,-130345.51784
3,-267216.63125